Entry 1:
# C2H3NOS2

A structure of composition C2H3NOS2 at a distorted geometry (ωB97M-V/def2-TZVPD, OMol25).

XYZ file:
```
9
Properties=species:S:1:pos:R:3:forces:R:3
S 0.112324 1.574750 0.123058 0.62 -0.76 -1.04
H -0.656602 -0.200273 -1.455332 1.02 -0.34 -0.87
C 1.644858 -0.322024 0.129261 5.10 -0.62 0.13
H 2.763940 -0.699915 0.334719 -2.07 0.74 -0.34
S -2.330766 0.060109 0.073136 0.01 1.53 1.41
H -2.174836 1.117899 1.050876 -0.48 -1.65 -1.17
C -0.739718 0.295407 -0.527877 -1.84 0.44 1.44
N 1.628487 0.951573 -0.164573 0.35 1.89 0.37
O 0.778660 -1.158567 0.145932 -2.71 -1.24 0.06
```
Positions in Å, forces in eV/Å.

Output
- orbital gap (hartree) = 0.297
- LUMO (eV) = -0.76
- strongest force on any atom (Eh/bohr) = 0.100

***

Entry 2:
# C7H10N2O2S

The molecule C7H10N2O2S at a distorted geometry (ωB97M-V/def2-TZVPD, OMol25).

XYZ file:
```
22
Properties=species:S:1:pos:R:3:forces:R:3
H 0.021221 -1.280320 2.061831 0.37 -0.32 -0.18
C 0.544580 0.355183 -1.963294 0.36 1.34 3.23
H 2.176629 0.978707 0.196819 0.26 0.42 0.38
C -1.389833 1.853766 -1.186280 2.51 -1.24 -0.68
H 1.088920 1.345723 -1.809035 -0.41 -1.47 -0.23
C 0.758769 -0.611749 2.505539 -0.33 2.24 0.70
H 0.709201 -0.706772 3.603251 0.31 -0.22 -0.41
H 0.827382 -0.049936 -2.888466 -0.53 -0.33 -1.58
O 2.575047 -2.072919 1.700194 2.20 2.24 0.96
C 1.936373 -0.032143 0.458066 0.31 -0.69 0.51
N -1.948407 -0.256857 -1.710583 2.12 0.26 -0.69
H 0.329381 0.424381 2.267678 0.61 -1.27 0.47
N -3.088936 0.409013 -1.232789 0.51 -1.42 0.04
O -3.591960 2.614304 -0.952531 -0.69 0.28 -0.49
C -2.769380 1.747839 -1.167646 -2.63 1.85 1.90
H -1.627473 -1.175522 -1.394693 -1.15 0.14 0.46
H -3.958601 0.160216 -1.675029 -0.08 -0.09 -0.14
C 2.155674 -0.694739 1.850293 -1.05 -0.21 -2.25
H 3.005690 -0.112795 2.253269 -0.71 -0.62 0.60
H 1.870473 -2.621679 1.465122 -1.95 -1.07 -0.51
C -0.887512 0.665723 -1.577882 0.21 0.11 -1.39
S 1.262763 -0.939424 -0.803834 -0.26 0.06 -0.69
```
Positions in Å, forces in eV/Å.

Output
- orbital gap (spin up / spin down) (hartree) = 0.338 / 0.211
- LUMO (spin up / spin down) (eV) = 0.09 / -1.60
- strongest force on any atom (Eh/bohr) = 0.073